[1]
Below is one molecule with the formula C17H19N7 at a distorted geometry, with properties calculated with the ωB97M-V functional and the def2-TZVPD basis.

The geometry in XYZ format:
```
43
Properties=species:S:1:pos:R:3:forces:R:3
C 0.790 3.958 -0.976 -0.377 -0.343 0.690
C 1.192 4.088 -2.425 -0.351 -0.655 -0.179
N 0.864 2.900 -3.226 0.381 -1.414 -0.522
C 1.560 2.822 -4.526 -0.634 0.595 -0.296
C -0.567 2.469 -3.305 1.062 1.175 1.149
C -0.973 1.542 -2.174 -0.669 -1.208 1.345
N -2.137 1.468 -1.564 -0.051 0.479 0.440
C -1.997 0.521 -0.535 2.345 -0.110 -1.597
C -2.811 0.098 0.510 -1.405 -1.300 1.212
N -4.069 0.585 0.620 -0.316 0.933 -0.680
N -2.526 -0.841 1.405 0.009 1.017 -0.693
C -1.304 -1.396 1.341 0.824 -0.126 -0.072
C -0.924 -2.315 2.332 2.092 -1.104 -0.573
C 0.383 -2.902 2.287 -1.726 0.823 0.702
C 0.879 -3.769 3.375 -1.222 -1.041 1.106
C 0.138 -4.195 4.564 -0.135 0.745 -1.036
C 1.013 -4.955 5.277 0.144 -0.462 0.056
N 2.172 -5.032 4.516 -1.947 0.346 0.918
N 2.075 -4.327 3.364 0.509 0.033 0.591
C 1.256 -2.560 1.261 0.399 0.410 -1.143
C 0.877 -1.674 0.255 0.914 -0.684 0.964
C -0.374 -1.055 0.316 1.403 -1.050 0.305
C -0.728 -0.080 -0.602 -2.263 2.435 -0.830
N -0.116 0.616 -1.613 0.889 -0.310 -0.553
H -0.296 3.861 -0.804 0.385 0.002 -0.205
H 1.125 4.831 -0.411 -0.033 -0.007 -0.109
H 1.283 3.080 -0.535 -0.194 0.177 -0.075
H 0.720 4.969 -2.863 0.106 0.409 -0.140
H 2.283 4.196 -2.402 -0.184 0.095 -0.514
H 2.645 2.949 -4.445 -0.219 0.179 0.347
H 1.184 3.573 -5.277 0.286 -0.368 0.573
H 1.426 1.844 -4.998 -0.186 -0.013 0.263
H -0.748 2.012 -4.266 -0.052 -0.136 -0.239
H -1.175 3.375 -3.206 -0.415 -0.235 -0.186
H -4.599 0.032 1.259 -0.594 -0.173 0.116
H -4.450 0.771 -0.294 -0.565 0.288 0.218
H -1.658 -2.604 3.069 0.041 0.116 0.158
H -0.923 -3.985 4.774 0.922 -0.074 0.044
H 0.831 -5.470 6.255 0.622 0.508 -1.252
H 3.000 -5.469 4.860 0.568 -0.001 -0.512
H 2.249 -3.007 1.273 -0.227 0.133 -0.109
H 1.605 -1.417 -0.530 -0.465 -0.117 0.356
H 0.823 0.493 -1.936 0.327 0.030 -0.035
```
Positions in Å, forces in eV/Å.

DFT total energy ... -28368.3145 eV
Lowest unoccupied orbital energy ... 0.659 eV
ΔE to the lowest compared entry with this formula, charge and spin ... 0.000 eV

These are the Mulliken partial charges, in e, on atoms 1 to 6: atom 1 (C): -1.181, atom 2 (C): -0.465, atom 3 (N): 0.190, atom 4 (C): -1.151, atom 5 (C): -1.005, atom 6 (C): 0.201


[2]
Below is one molecule with the formula C5H8O2, with properties calculated with the ωB97M-V functional and the def2-TZVPD basis.

The geometry in XYZ format:
```
15
Properties=species:S:1:pos:R:3:forces:R:3
O 0.817 1.757 1.888 -0.241 -0.394 -0.454
C 0.621 0.758 1.250 0.004 0.397 0.120
C 1.302 -0.600 1.220 0.173 0.051 0.020
C 0.213 -1.104 0.246 -0.066 -0.186 -0.069
C -0.438 0.301 0.216 -0.202 0.023 0.002
C -0.709 0.859 -1.175 0.280 0.231 0.218
O -1.863 0.165 -1.637 -0.062 -0.053 -0.269
H 2.233 -0.398 0.688 0.252 -0.335 0.097
H 1.497 -1.137 2.153 -0.025 0.218 -0.145
H -0.443 -1.890 0.622 0.161 0.082 0.049
H 0.622 -1.423 -0.718 -0.171 0.058 0.115
H -1.399 0.325 0.741 -0.005 -0.075 -0.017
H -0.914 1.936 -1.161 0.024 -0.137 0.091
H 0.147 0.688 -1.845 -0.125 0.033 0.197
H -1.686 -0.239 -2.490 0.003 0.086 0.044
```
Positions in Å, forces in eV/Å.

DFT total energy ... -9408.4223 eV
Lowest unoccupied orbital energy ... 0.782 eV
ΔE to the lowest compared entry with this formula, charge and spin ... 1.410 eV

These are the Mulliken partial charges, in e, on atoms 1 to 6: atom 1 (O): -0.568, atom 2 (C): 0.079, atom 3 (C): -0.419, atom 4 (C): -0.699, atom 5 (C): 0.443, atom 6 (C): -0.646


[3]
Below is one molecule with the formula C5H6S at a distorted geometry, with properties calculated with the ωB97M-V functional and the def2-TZVPD basis.

The geometry in XYZ format:
```
12
Properties=species:S:1:pos:R:3:forces:R:3
C 1.975 -1.121 1.078 -3.986 0.929 -2.364
C 1.229 -0.742 0.107 4.634 -2.598 4.476
C 0.562 -0.179 -1.033 -3.012 0.899 -1.011
C -0.413 0.881 -0.434 1.874 -1.690 -0.168
C -1.480 0.371 0.456 1.727 2.153 4.936
S -1.997 1.038 -1.052 -2.561 1.414 -1.173
H 2.176 -1.532 2.129 -0.082 0.923 -2.374
H 1.156 0.179 -1.878 0.444 0.215 0.567
H -0.274 -0.719 -1.582 1.448 -0.884 0.864
H 0.022 1.758 -0.088 0.866 1.556 0.539
H -1.622 -0.627 0.564 -0.152 -3.096 -0.265
H -1.334 0.693 1.732 -1.202 0.180 -4.028
```
Positions in Å, forces in eV/Å.

DFT total energy ... -16112.7507 eV
Lowest unoccupied orbital energy ... 0.819 eV
ΔE to the lowest compared entry with this formula, charge and spin ... 3.788 eV

These are the Mulliken partial charges, in e, on atoms 1 to 6: atom 1 (C): -0.268, atom 2 (C): -0.067, atom 3 (C): -0.516, atom 4 (C): -0.236, atom 5 (C): -0.624, atom 6 (S): -0.152


| no. | Kohn-Sham gap (eV) | HOMO level (eV) |
| --- | --- | --- |
| 1 | 8.33 | -7.6699 |
| 2 | 10.22 | -9.4400 |
| 3 | 9.85 | -9.0328 |